Version 1
Entry from the Open Molecules 2025 dataset: the molecule C20H22N2O3 (ωB97M-V/def2-TZVPD).

spin multiplicity = 1
E_HOMO = -8.54 eV
E_LUMO = 0.1 eV
orbital gap = 0.31720 Eh
net charge = 0
SMILES = N#Cc1ccc(-c2ccc(OC[C@H](O)CN3CCOCC3)cc2)cc1

Each atom is followed by the atoms it is bonded to, with distances in Å.
CARTESIAN COORDINATES (ANGSTROEM)
1 N -3.50 2.68 -6.72  C2 1.147
2 C -2.96 2.50 -5.72  N1 1.147, C3 1.412
3 C -2.30 2.28 -4.49  C2 1.412, C4 1.396, C25 1.396
4 C -1.80 3.36 -3.76  C3 1.396, C5 1.379, H26 1.080
5 C -1.16 3.14 -2.57  C4 1.379, C6 1.396, H27 1.080
6 C -0.99 1.85 -2.07  C5 1.396, C7 1.467, C24 1.396
7 C -0.30 1.62 -0.79  C6 1.467, C8 1.391, C23 1.395
8 C -0.76 0.66 0.10  C7 1.391, C9 1.382, H28 1.080
9 C -0.12 0.43 1.31  C8 1.382, C10 1.390, H29 1.077
10 C 1.01 1.16 1.64  C9 1.390, O11 1.362, C22 1.398
11 O 1.73 1.06 2.80  C10 1.362, C12 1.414
12 C 1.50 0.02 3.73  O11 1.414, C13 1.540, H30 1.090, H31 1.095
13 C 2.53 -1.11 3.53  C12 1.540, O14 1.405, C15 1.539, H32 1.094
14 O 3.83 -0.60 3.62  C13 1.405, H33 0.967
15 C 2.33 -1.84 2.19  C13 1.539, N16 1.452, H34 1.103, H35 1.095
16 N 1.01 -2.42 2.04  C15 1.452, C17 1.456, C21 1.457
17 C 0.81 -3.59 2.87  N16 1.456, C18 1.529, H36 1.090, H37 1.104
18 C -0.63 -4.09 2.69  C17 1.529, O19 1.407, H38 1.091, H39 1.101
19 O -0.90 -4.41 1.35  C18 1.407, C20 1.407
20 C -0.69 -3.29 0.53  O19 1.407, C21 1.528, H40 1.091, H41 1.101
21 C 0.75 -2.77 0.65  N16 1.457, C20 1.528, H42 1.092, H43 1.104
22 C 1.48 2.13 0.75  C10 1.398, C23 1.376, H44 1.079
23 C 0.83 2.36 -0.44  C7 1.395, C22 1.376, H45 1.080
24 C -1.49 0.77 -2.81  C6 1.396, C25 1.379, H46 1.080
25 C -2.13 0.98 -4.01  C3 1.396, C24 1.379, H47 1.080
26 H -1.94 4.36 -4.14  C4 1.080
27 H -0.79 3.98 -1.99  C5 1.080
28 H -1.64 0.08 -0.14  C8 1.080
29 H -0.50 -0.34 1.96  C9 1.077
30 H 0.49 -0.38 3.68  C12 1.090
31 H 1.66 0.47 4.71  C12 1.095
32 H 2.44 -1.82 4.36  C13 1.094
33 H 3.87 0.20 3.08  O14 0.967
34 H 3.13 -2.60 2.10  C15 1.103
35 H 2.48 -1.11 1.39  C15 1.095
36 H 0.97 -3.33 3.92  C17 1.090
37 H 1.51 -4.40 2.59  C17 1.104
38 H -0.79 -5.00 3.26  C18 1.091
39 H -1.32 -3.31 3.04  C18 1.101
40 H -0.89 -3.62 -0.50  C20 1.091
41 H -1.39 -2.49 0.80  C20 1.101
42 H 0.87 -1.88 0.03  C21 1.092
43 H 1.44 -3.55 0.30  C21 1.104
44 H 2.35 2.70 1.02  C22 1.079
45 H 1.22 3.10 -1.12  C23 1.080
46 H -1.35 -0.23 -2.45  C24 1.080
47 H -2.51 0.15 -4.58  C25 1.080

=====

Version 2
Entry from the Open Molecules 2025 dataset: the molecule C20H22N2O3 (ωB97M-V/def2-TZVPD).

spin multiplicity = 1
E_HOMO = -8.58 eV
E_LUMO = 0.5 eV
orbital gap = 0.33302 Eh
net charge = 0
SMILES = COCCN1Cc2cccc(C(=O)Nc3cccc(C)c3C)c2C1=O

Each atom is followed by the atoms it is bonded to, with distances in Å.
CARTESIAN COORDINATES (ANGSTROEM)
1 C 6.51 0.08 0.48  O2 1.404, H26 1.098, H27 1.097, H28 1.088
2 O 5.38 0.73 -0.03  C1 1.404, C3 1.406
3 C 4.23 -0.08 -0.01  O2 1.406, C4 1.533, H29 1.100, H30 1.103
4 C 3.04 0.78 -0.47  C3 1.533, N5 1.436, H31 1.093, H32 1.093
5 N 1.84 0.00 -0.62  C4 1.436, C6 1.443, C24 1.363
6 C 1.52 -0.72 -1.83  N5 1.443, C7 1.497, H33 1.097, H34 1.097
7 C 0.28 -1.46 -1.46  C6 1.497, C8 1.380, C23 1.395
8 C -0.47 -2.36 -2.19  C7 1.380, C9 1.388, H35 1.080
9 C -1.57 -2.95 -1.58  C8 1.388, C10 1.386, H36 1.080
10 C -1.93 -2.61 -0.28  C9 1.386, C11 1.392, H37 1.080
11 C -1.21 -1.67 0.44  C10 1.392, C12 1.498, C23 1.389
12 C -1.62 -1.30 1.83  C11 1.498, O13 1.213, N14 1.358
13 O -1.73 -2.13 2.72  C12 1.213
14 N -1.90 0.01 2.04  C12 1.358, C15 1.412, H38 1.012
15 C -1.80 1.06 1.11  N14 1.412, C16 1.391, C21 1.397
16 C -0.93 2.11 1.39  C15 1.391, C17 1.379, H39 1.078
17 C -0.75 3.13 0.47  C16 1.379, C18 1.384, H40 1.079
18 C -1.44 3.10 -0.73  C17 1.384, C19 1.387, H41 1.081
19 C -2.36 2.09 -0.99  C18 1.387, C20 1.499, C21 1.399
20 C -3.14 2.11 -2.27  C19 1.499, H42 1.089, H43 1.087, H44 1.090
21 C -2.57 1.07 -0.06  C15 1.397, C19 1.399, C22 1.499
22 C -3.65 0.07 -0.29  C21 1.499, H45 1.089, H46 1.090, H47 1.086
23 C -0.07 -1.13 -0.15  C7 1.395, C11 1.389, C24 1.481
24 C 0.98 -0.24 0.41  N5 1.363, C23 1.481, O25 1.212
25 O 1.10 0.18 1.54  C24 1.212
26 H 6.76 -0.81 -0.11  C1 1.098
27 H 6.37 -0.22 1.52  C1 1.097
28 H 7.33 0.79 0.42  C1 1.088
29 H 4.03 -0.46 1.00  C3 1.100
30 H 4.36 -0.94 -0.68  C3 1.103
31 H 3.29 1.26 -1.41  C4 1.093
32 H 2.85 1.54 0.29  C4 1.093
33 H 1.35 -0.02 -2.66  C6 1.097
34 H 2.34 -1.40 -2.12  C6 1.097
35 H -0.20 -2.61 -3.21  C8 1.080
36 H -2.15 -3.68 -2.12  C9 1.080
37 H -2.78 -3.08 0.18  C10 1.080
38 H -1.95 0.27 3.02  N14 1.012
39 H -0.37 2.10 2.31  C16 1.078
40 H -0.06 3.93 0.68  C17 1.079
41 H -1.28 3.88 -1.46  C18 1.081
42 H -3.04 1.16 -2.80  C20 1.089
43 H -2.78 2.90 -2.93  C20 1.087
44 H -4.20 2.27 -2.08  C20 1.090
45 H -3.42 -0.58 -1.14  C22 1.089
46 H -4.59 0.58 -0.52  C22 1.090
47 H -3.81 -0.55 0.59  C22 1.086

=====

Most stable of them? version 2.

=====

Version 1
Entry from the Open Molecules 2025 dataset: the molecule C20H24N2O4 (ωB97M-V/def2-TZVPD).

spin multiplicity = 1
E_HOMO = -7.62 eV
E_LUMO = 0.6 eV
orbital gap = 0.30158 Eh
net charge = 0
SMILES = CCOC(=O)C1CCN(c2c(Nc3ccc(C)c(C)c3)c(=O)c2=O)CC1

Each atom is followed by the atoms it is bonded to, with distances in Å.
CARTESIAN COORDINATES (ANGSTROEM)
1 C -3.59 -1.29 -4.83  C2 1.518, H27 1.086, H28 1.088, H29 1.087
2 C -2.95 -0.66 -3.60  C1 1.518, O3 1.434, H30 1.094, H31 1.094
3 O -1.95 -1.55 -3.09  C2 1.434, C4 1.323
4 C -0.77 -1.06 -2.74  O3 1.323, O5 1.206, C6 1.531
5 O -0.45 0.10 -2.86  C4 1.206
6 C 0.16 -2.15 -2.22  C4 1.531, C7 1.533, C26 1.531, H32 1.095
7 C 1.37 -1.53 -1.52  C6 1.533, C8 1.539, H33 1.091, H34 1.090
8 C 1.08 -1.33 -0.03  C7 1.539, N9 1.447, H35 1.094, H36 1.088
9 N -0.33 -1.12 0.18  C8 1.447, C10 1.342, C25 1.453
10 C -0.90 0.09 0.07  N9 1.342, C11 1.400, C23 1.475
11 C -0.49 1.42 0.23  C10 1.400, N12 1.351, C21 1.469
12 N 0.58 2.10 0.68  C11 1.351, C13 1.392, H37 1.012
13 C 1.50 1.71 1.65  N12 1.392, C14 1.392, C20 1.393
14 C 2.70 2.42 1.78  C13 1.392, C15 1.381, H38 1.080
15 C 3.61 2.04 2.74  C14 1.381, C16 1.388, H39 1.080
16 C 3.37 0.97 3.59  C15 1.388, C17 1.498, C18 1.399
17 C 4.39 0.59 4.62  C16 1.498, H40 1.090, H41 1.087, H42 1.090
18 C 2.17 0.28 3.48  C16 1.399, C19 1.498, C20 1.385
19 C 1.86 -0.87 4.39  C18 1.498, H43 1.087, H44 1.090, H45 1.089
20 C 1.25 0.66 2.52  C13 1.393, C18 1.385, H46 1.079
21 C -1.75 1.94 -0.33  C11 1.469, O22 1.208, C23 1.512
22 O -2.13 3.02 -0.71  C21 1.208
23 C -2.25 0.51 -0.34  C10 1.475, C21 1.512, O24 1.212
24 O -3.30 -0.06 -0.52  C23 1.212
25 C -1.13 -2.30 -0.08  N9 1.453, C26 1.537, H47 1.097, H48 1.090
26 C -0.58 -3.10 -1.27  C6 1.531, C25 1.537, H49 1.089, H50 1.092
27 H -4.38 -0.64 -5.20  C1 1.086
28 H -2.85 -1.44 -5.61  C1 1.088
29 H -4.03 -2.25 -4.57  C1 1.087
30 H -3.68 -0.50 -2.81  C2 1.094
31 H -2.47 0.29 -3.85  C2 1.094
32 H 0.48 -2.71 -3.10  C6 1.095
33 H 1.58 -0.56 -1.99  C7 1.091
34 H 2.25 -2.16 -1.64  C7 1.090
35 H 1.37 -2.22 0.55  C8 1.094
36 H 1.65 -0.48 0.36  C8 1.088
37 H 0.61 3.08 0.39  N12 1.012
38 H 2.90 3.26 1.13  C14 1.080
39 H 4.54 2.60 2.83  C15 1.080
40 H 3.97 0.67 5.63  C17 1.090
41 H 5.26 1.23 4.56  C17 1.087
42 H 4.71 -0.45 4.48  C17 1.090
43 H 0.88 -1.29 4.17  C19 1.087
44 H 2.61 -1.66 4.28  C19 1.090
45 H 1.87 -0.55 5.43  C19 1.089
46 H 0.30 0.13 2.45  C20 1.079
47 H -1.13 -2.93 0.82  C25 1.097
48 H -2.16 -1.99 -0.27  C25 1.090
49 H -1.39 -3.60 -1.78  C26 1.089
50 H 0.13 -3.86 -0.92  C26 1.092

=====

Version 2
Entry from the Open Molecules 2025 dataset: the molecule C20H24N2O4 (ωB97M-V/def2-TZVPD).

spin multiplicity = 1
E_HOMO = -7.85 eV
E_LUMO = 0.6 eV
orbital gap = 0.31016 Eh
net charge = 0
SMILES = COc1ccc(/C(C)=N\N=C(/C)c2ccc(OC)cc2OC)c(OC)c1

Each atom is followed by the atoms it is bonded to, with distances in Å.
CARTESIAN COORDINATES (ANGSTROEM)
1 C 1.26 0.09 4.86  O2 1.405, H27 1.095, H28 1.089, H29 1.096
2 O 1.20 0.89 3.71  C1 1.405, C3 1.366
3 C 1.64 0.38 2.52  O2 1.366, C4 1.391, C26 1.390
4 C 1.58 1.23 1.42  C3 1.391, C5 1.377, H30 1.077
5 C 1.98 0.78 0.18  C4 1.377, C6 1.391, H31 1.080
6 C 2.46 -0.51 0.00  C5 1.391, C7 1.481, C23 1.403
7 C 2.76 -0.98 -1.38  C6 1.481, C8 1.494, N9 1.275
8 C 4.08 -1.61 -1.67  C7 1.494, H32 1.087, H33 1.086, H34 1.090
9 N 1.94 -0.84 -2.34  C7 1.275, N10 1.307
10 N 0.80 -0.19 -2.27  N9 1.307, C11 1.271
11 C -0.27 -0.56 -1.70  N10 1.271, C12 1.504, C13 1.471
12 C -0.42 -1.85 -0.94  C11 1.504, H35 1.089, H36 1.088, H37 1.089
13 C -1.43 0.34 -1.81  C11 1.471, C14 1.385, C20 1.408
14 C -1.84 0.81 -3.05  C13 1.385, C15 1.385, H38 1.079
15 C -2.92 1.66 -3.19  C14 1.385, C16 1.387, H39 1.078
16 C -3.62 2.06 -2.06  C15 1.387, O17 1.364, C19 1.396
17 O -4.70 2.88 -2.06  C16 1.364, C18 1.406
18 C -5.17 3.37 -3.29  O17 1.406, H40 1.095, H41 1.089, H42 1.095
19 C -3.20 1.62 -0.80  C16 1.396, C20 1.384, H43 1.077
20 C -2.12 0.77 -0.67  C13 1.408, C19 1.384, O21 1.363
21 O -1.64 0.34 0.54  C20 1.363, C22 1.406
22 C -2.14 0.93 1.71  O21 1.406, H44 1.089, H45 1.095, H46 1.094
23 C 2.54 -1.36 1.11  C6 1.403, O24 1.367, C26 1.390
24 O 2.98 -2.63 0.88  C23 1.367, C25 1.404
25 C 3.02 -3.55 1.94  O24 1.404, H47 1.095, H48 1.089, H49 1.095
26 C 2.13 -0.91 2.36  C3 1.390, C23 1.390, H50 1.077
27 H 2.29 -0.20 5.09  C1 1.095
28 H 0.88 0.71 5.67  C1 1.089
29 H 0.64 -0.81 4.76  C1 1.096
30 H 1.20 2.23 1.56  C4 1.077
31 H 1.91 1.44 -0.67  C5 1.080
32 H 4.21 -2.51 -1.07  C8 1.087
33 H 4.13 -1.87 -2.73  C8 1.086
34 H 4.89 -0.92 -1.43  C8 1.090
35 H -0.36 -1.64 0.13  C12 1.089
36 H -1.40 -2.29 -1.14  C12 1.088
37 H 0.37 -2.54 -1.21  C12 1.089
38 H -1.29 0.49 -3.92  C14 1.079
39 H -3.21 1.99 -4.18  C15 1.078
40 H -5.49 2.56 -3.95  C18 1.095
41 H -6.03 4.00 -3.05  C18 1.089
42 H -4.42 3.98 -3.79  C18 1.095
43 H -3.76 1.98 0.05  C19 1.077
44 H -1.51 0.56 2.52  C22 1.089
45 H -3.18 0.63 1.89  C22 1.095
46 H -2.08 2.02 1.68  C22 1.094
47 H 3.70 -3.23 2.73  C25 1.095
48 H 3.38 -4.48 1.51  C25 1.089
49 H 2.02 -3.71 2.37  C25 1.095
50 H 2.18 -1.57 3.21  C26 1.077

=====

Version 3
Entry from the Open Molecules 2025 dataset: the molecule C20H24N2O4 (ωB97M-V/def2-TZVPD).

spin multiplicity = 1
E_HOMO = -9.02 eV
E_LUMO = 0.4 eV
orbital gap = 0.34738 Eh
net charge = 0
SMILES = CC(=O)c1ccc(OCc2cc(C(=O)N3CCCCCCC3)no2)cc1

Each atom is followed by the atoms it is bonded to, with distances in Å.
CARTESIAN COORDINATES (ANGSTROEM)
1 C 5.87 2.41 -0.67  C2 1.510, H27 1.087, H28 1.088, H29 1.088
2 C 4.62 2.06 0.09  C1 1.510, O3 1.212, C4 1.481
3 O 3.97 2.91 0.67  C2 1.212
4 C 4.21 0.63 0.11  C2 1.481, C5 1.397, C26 1.394
5 C 4.88 -0.37 -0.59  C4 1.397, C6 1.376, H30 1.078
6 C 4.44 -1.67 -0.53  C5 1.376, C7 1.397, H31 1.078
7 C 3.31 -2.01 0.21  C6 1.397, O8 1.360, C25 1.392
8 O 2.96 -3.33 0.18  C7 1.360, C9 1.408
9 C 1.76 -3.73 0.81  O8 1.408, C10 1.497, H32 1.096, H33 1.099
10 C 0.55 -3.07 0.24  C9 1.497, C11 1.365, O24 1.341
11 C -0.65 -2.71 0.81  C10 1.365, C12 1.420, H34 1.069
12 C -1.36 -2.10 -0.26  C11 1.420, C13 1.492, N23 1.310
13 C -2.76 -1.61 -0.12  C12 1.492, O14 1.221, N15 1.346
14 O -3.51 -2.23 0.62  C13 1.221
15 N -3.14 -0.50 -0.78  C13 1.346, C16 1.445, C22 1.452
16 C -2.30 0.26 -1.68  N15 1.445, C17 1.535, H35 1.090, H36 1.095
17 C -1.66 1.51 -1.06  C16 1.535, C18 1.534, H37 1.092, H38 1.091
18 C -2.67 2.60 -0.66  C17 1.534, C19 1.532, H39 1.093, H40 1.090
19 C -3.04 2.61 0.83  C18 1.532, C20 1.528, H41 1.093, H42 1.093
20 C -3.40 1.27 1.46  C19 1.528, C21 1.528, H43 1.093, H44 1.091
21 C -4.64 0.57 0.91  C20 1.528, C22 1.538, H45 1.091, H46 1.091
22 C -4.48 -0.01 -0.51  N15 1.452, C21 1.538, H47 1.089, H48 1.095
23 N -0.63 -2.12 -1.35  C12 1.310, O24 1.350
24 O 0.54 -2.71 -1.05  C10 1.341, N23 1.350
25 C 2.64 -1.02 0.92  C7 1.392, C26 1.380, H49 1.079
26 C 3.09 0.28 0.86  C4 1.394, C25 1.380, H50 1.080
27 H 6.06 3.47 -0.58  C1 1.087
28 H 5.74 2.16 -1.72  C1 1.088
29 H 6.72 1.85 -0.28  C1 1.088
30 H 5.76 -0.15 -1.18  C5 1.078
31 H 4.94 -2.46 -1.07  C6 1.078
32 H 1.71 -4.81 0.62  C9 1.096
33 H 1.79 -3.57 1.89  C9 1.099
34 H -0.99 -2.85 1.81  C11 1.069
35 H -1.52 -0.39 -2.06  C16 1.090
36 H -2.93 0.57 -2.53  C16 1.095
37 H -0.98 1.91 -1.82  C17 1.092
38 H -1.06 1.23 -0.20  C17 1.091
39 H -2.23 3.58 -0.88  C18 1.093
40 H -3.56 2.51 -1.27  C18 1.090
41 H -2.19 3.02 1.39  C19 1.093
42 H -3.87 3.30 0.97  C19 1.093
43 H -3.57 1.45 2.53  C20 1.093
44 H -2.54 0.59 1.39  C20 1.091
45 H -4.87 -0.26 1.58  C21 1.091
46 H -5.48 1.25 0.91  C21 1.091
47 H -4.72 0.73 -1.27  C22 1.089
48 H -5.17 -0.86 -0.61  C22 1.095
49 H 1.77 -1.24 1.52  C25 1.079
50 H 2.57 1.07 1.40  C26 1.080

=====

Most stable of them? version 1.